Version a
ORCA calculation (wB97M-V/def2-TZVPD) on 2 unconnected molecules or ions with the total composition CH2IOP.

## Properties
Highest occupied orbital energy (alpha / beta) ... -9.72 / -9.74 eV
Lowest unoccupied orbital energy (alpha / beta) ... -0.0934 / -0.1153 Eh

```
! RIJCOSX wB97M-V def2-TZVPD def2/J DEFGRID3
* xyz 0 1
C -0.242 -1.251 0.604
O -1.143 1.213 -0.039
P -0.029 0.284 -0.186
I 2.072 3.390 -1.515
H 0.577 -1.949 0.585
H -1.234 -1.688 0.551
*
```

Atom charges from the natural (NBO) analysis, given in e for atoms 1 to 2:
1. C -0.72
2. O -0.95


Version b
ORCA calculation (wB97M-V/def2-TZVPD) on a molecular structure, CH2IOP.

## Properties
Highest occupied orbital energy (alpha / beta) ... -8.94 / -8.87 eV
Lowest unoccupied orbital energy (alpha / beta) ... -0.0817 / -0.0819 Eh

```
! RIJCOSX wB97M-V def2-TZVPD def2/J DEFGRID3
* xyz 0 1
C -0.139 0.573 0.206
O -0.681 -2.315 -0.850
P 0.157 -1.064 0.902
I 2.017 0.747 -0.248
H -0.645 1.302 0.823
H -0.709 0.756 -0.833
*
```

Atom charges from the natural (NBO) analysis, given in e for atoms 1 to 2:
1. C -0.94
2. O -0.76


version a is favored, and the nearest alternative lies 3.586 eV above it.


Version a
ORCA calculation (wB97M-V/def2-TZVPD) on 2 unconnected molecules or ions with the total composition C3H11NO.

## Properties
SMILES ... CC(C)N.O
Highest occupied orbital energy ... -9.34 eV
Lowest unoccupied orbital energy ... 0.0362 Eh

```
! RIJCOSX wB97M-V def2-TZVPD def2/J DEFGRID3
* xyz 0 1
C -0.199 -0.995 -0.629
C 0.444 -1.117 0.761
C 0.001 -2.379 1.461
N 1.905 -0.972 0.574
H -1.207 -1.400 -0.682
H -0.166 0.057 -0.927
H 0.380 -1.405 -1.457
H 0.206 -0.192 1.280
H 0.209 -2.366 2.533
H -1.080 -2.511 1.420
H 0.518 -3.234 1.018
H 2.215 -1.448 -0.263
H 2.435 -1.399 1.341
O -1.911 6.837 -2.191
H -1.498 6.374 -1.461
H -2.252 6.150 -2.775
*
```

Atom charges from the natural (NBO) analysis, given in e for atoms 1 to 2:
1. C -0.62
2. C -0.06


Version b
ORCA calculation (wB97M-V/def2-TZVPD) on 2 unconnected molecules or ions with the total composition C3H11NO.

## Properties
SMILES ... CN(C)C.O
Highest occupied orbital energy ... -9.14 eV
Lowest unoccupied orbital energy ... 0.0349 Eh

```
! RIJCOSX wB97M-V def2-TZVPD def2/J DEFGRID3
* xyz 0 1
C 1.397 -0.296 0.252
N -0.056 -0.345 0.149
C -0.475 -0.597 -1.222
C -0.601 -1.326 1.075
H 1.781 0.439 -0.456
H 1.881 -1.244 -0.007
H 1.637 0.060 1.240
H -1.531 -0.338 -1.392
H 0.087 0.055 -1.879
H -0.306 -1.631 -1.551
H -1.659 -1.431 0.862
H -0.387 -1.025 2.098
H -0.170 -2.319 0.920
O -0.332 2.466 -0.299
H -0.292 1.536 0.020
H 0.322 3.038 0.101
*
```

Atom charges from the natural (NBO) analysis, given in e for atoms 1 to 2:
1. C -0.42
2. N -0.46


version a is favored, and the nearest alternative lies 0.139 eV above it.